# 1
Formula: C10H20Cl4O4
Source: the OMol25 dataset
Level of theory: the ωB97M-V functional and the def2-TZVPD basis

Results
E_tot ... -68973.6910 eV
Structure (SMILES) ... CCOC(C)=O.CCOC(C)=O.ClCCl.ClCCl
E_HOMO ... -10.1 eV
Gap between HOMO and LUMO ... 0.393 Ha

XYZ file:
```
38
Properties=species:S:1:pos:R:3:forces:R:3:mulliken_charge:R:1
C -30.7226 35.8986 -9.4483 -0.1 0.3 -0.5 -0.074
Cl -29.7863 35.5025 -10.9378 -0.1 0.3 0.7 -0.159
Cl -31.1229 37.6734 -9.3266 0.2 -1.2 -0.2 -0.172
H -31.6218 35.2932 -9.5628 -0.1 0.5 0.3 0.190
H -30.1638 35.6336 -8.5508 0.0 0.0 -0.3 0.210
C -35.7944 32.7736 -8.0932 0.2 -0.3 1.0 -0.275
Cl -36.5081 33.6137 -9.4378 -0.2 0.0 -0.5 -0.132
Cl -34.6803 33.8212 -7.2056 0.4 0.2 0.1 -0.145
H -36.5486 32.5072 -7.3526 -0.1 -0.1 -0.4 0.293
H -35.2262 31.8941 -8.3961 -0.2 0.2 -0.2 0.261
O -30.0916 34.0101 -5.1652 1.7 0.6 1.2 -0.563
C -29.3585 33.9897 -4.1728 -1.7 0.0 -1.9 0.729
O -28.4084 34.8891 -3.8816 0.1 -1.3 1.1 -0.331
C -27.7750 35.8290 -4.7582 -0.4 -0.8 0.0 -0.310
C -28.5860 37.0801 -4.8646 0.8 0.1 -0.7 -0.934
C -29.5385 32.8633 -3.1697 -0.2 0.8 0.0 -0.958
H -27.5581 35.3653 -5.7205 -0.4 0.0 -0.2 0.320
H -26.7958 35.9850 -4.3056 -0.2 0.2 0.2 0.292
H -27.8908 37.7052 -5.4250 -0.4 0.7 0.0 0.335
H -28.7867 37.5113 -3.8839 -0.1 0.0 -0.2 0.302
H -29.4797 36.9244 -5.4689 -0.1 0.1 0.3 0.250
H -29.6976 33.2517 -2.1638 0.5 0.0 0.1 0.311
H -28.6766 32.2005 -3.2471 -0.1 0.0 0.3 0.261
H -30.4710 32.3606 -3.4262 0.3 -0.1 -0.2 0.297
O -35.0647 35.3801 -14.4886 2.3 -0.7 2.7 -0.588
C -34.2391 35.4818 -13.5521 -1.9 1.7 -2.5 0.654
O -33.3887 34.5256 -13.1442 -0.7 1.5 1.1 -0.203
C -33.5577 33.2171 -13.6101 -0.4 -1.3 -1.7 -0.153
C -32.5928 32.3073 -12.9264 1.0 0.0 1.1 -1.174
C -34.1091 36.8861 -12.8646 -0.3 -0.9 0.0 -0.944
H -33.4468 33.2448 -14.6941 0.3 -0.1 -0.1 0.308
H -34.5483 32.7802 -13.4843 -0.4 0.7 0.4 0.302
H -32.6627 31.2539 -13.1975 -0.2 0.2 -0.4 0.380
H -32.7638 32.3304 -11.8501 -0.3 0.0 0.2 0.260
H -31.5521 32.6223 -13.0028 0.0 0.0 -0.4 0.292
H -33.0951 37.2734 -12.7640 0.1 -0.3 -0.1 0.289
H -34.5672 36.8869 -11.8756 0.2 -0.4 0.2 0.250
H -34.7255 37.6066 -13.4023 0.2 -0.3 -0.4 0.329
```
Positions in Å, forces in eV/Å.

=====

# 2
Formula: C4HClO4S2
Source: the OMol25 dataset
Level of theory: the ωB97M-V functional and the def2-TZVPD basis

Results
E_tot ... -46537.6843 eV
E_HOMO ... -10.9 eV
Gap between HOMO and LUMO ... 0.331 Ha

XYZ file:
```
12
Properties=species:S:1:pos:R:3:forces:R:3:mulliken_charge:R:1
C 0.3816 0.6900 0.0017 -2.3 -0.2 2.1 -0.088
C 1.5735 0.6413 0.1593 -1.5 0.6 -0.3 0.466
C -2.6464 0.8494 1.3395 2.0 -3.0 -1.0 -0.472
C 2.9600 0.6747 0.1144 4.1 -0.9 0.6 0.087
O -1.4430 -0.2383 -1.3433 -0.2 -1.7 -0.6 -0.428
O -1.2043 -1.2360 0.8203 0.8 -0.7 0.2 -0.426
O -2.0133 -2.6829 -1.3105 0.5 0.7 0.0 -0.431
O 3.7643 0.9166 0.9778 -1.7 0.2 -1.0 -0.384
S -1.3845 0.2325 0.6190 0.0 1.1 0.6 0.775
S -0.9940 -1.6916 -1.0938 -0.9 -0.2 -1.0 0.771
Cl 3.6086 0.0004 -1.4368 -0.5 0.4 0.3 -0.164
H -2.6025 1.8440 1.1525 -0.4 3.8 0.0 0.294
```
Positions in Å, forces in eV/Å.

=====

# 3
Formula: C24H23GaIN2O4
Source: the OMol25 dataset
Level of theory: the ωB97M-V functional and the def2-TZVPD basis

Results
E_tot ... -96903.8524 eV
Relative energy (zero: lowest compared OMol25 entry of this formula, charge and spin) ... 32.0 kJ/mol
Charge ... +1
E_HOMO ... -11.4 eV
Gap between HOMO and LUMO ... 0.262 Ha

XYZ file:
```
55
Properties=species:S:1:pos:R:3:forces:R:3:mulliken_charge:R:1
Ga 0.1301 1.6399 0.9023 0.4 -1.2 0.4 0.239
C 3.2067 0.3328 -2.1676 -0.1 0.0 0.0 -0.812
C 2.9624 -0.6305 -1.0516 0.0 -0.1 0.0 0.538
N 3.6068 -1.7729 -1.0276 0.0 0.2 -0.2 -0.606
C 3.4168 -2.6473 -0.0261 -0.1 0.0 0.2 -1.008
C 2.5856 -2.4146 1.0383 0.1 -0.1 0.0 0.837
C 2.4376 -3.4503 2.1285 -0.1 0.0 -0.1 -0.978
O 2.6348 -2.9251 3.4349 0.0 0.0 0.1 -0.520
C 1.8429 -1.1993 1.0360 0.2 0.0 -0.2 0.200
C 0.9421 -0.9328 2.1062 0.0 0.0 0.0 -0.671
N 0.0936 0.0535 2.2124 -0.1 0.8 -0.7 -0.063
C -0.7630 0.0900 3.3414 -0.3 -0.1 0.4 0.227
C -1.3434 -1.0729 3.8514 0.1 0.0 -0.2 0.011
C -2.1831 -1.0249 4.9493 0.0 0.0 0.0 -0.823
C -2.4820 0.1885 5.5510 0.0 0.0 0.0 -0.581
C -1.9361 1.3599 5.0507 0.0 0.1 0.0 -0.542
C -1.0869 1.2900 3.9636 0.4 0.4 -0.3 0.012
I -0.2135 3.0805 3.2004 -0.2 -0.4 0.2 0.095
C 2.0278 -0.3079 -0.0317 -0.2 -0.1 0.3 0.674
O 1.3721 0.8293 -0.1321 0.3 0.3 -0.2 -0.306
H 4.0665 -0.0016 -2.7403 0.0 0.0 0.0 0.402
H 3.3769 1.3377 -1.7801 0.0 0.0 0.0 0.320
H 2.3319 0.3808 -2.8201 0.0 0.0 0.0 -0.004
H 3.9765 -3.5726 -0.1064 0.0 0.0 0.1 0.367
H 3.1184 -4.2765 1.9219 0.0 0.0 0.0 0.446
H 1.4222 -3.8555 2.1098 0.0 0.0 0.0 0.317
H 3.5635 -2.9845 3.6765 0.0 0.0 0.0 0.319
H 0.9934 -1.6182 2.9470 -0.1 0.0 0.0 1.182
H -1.1503 -2.0171 3.3590 0.0 0.0 0.0 0.571
H -2.6193 -1.9413 5.3223 0.0 0.0 0.0 0.404
H -3.1500 0.2295 6.3999 0.0 0.0 0.0 0.412
H -2.1723 2.3128 5.5037 0.0 0.0 0.0 0.410
C -2.2330 -1.5049 -4.3350 0.0 0.0 0.0 -1.495
C -1.8011 -0.2859 -3.5716 0.0 0.0 0.0 0.533
C -0.7897 0.5405 -4.0395 0.0 0.0 0.0 -0.656
C -0.3938 1.6850 -3.3583 0.0 0.1 0.2 0.419
C 0.6870 2.5530 -3.9450 -0.1 0.0 0.0 -1.936
C -1.0230 1.9921 -2.1419 0.0 -0.2 -0.3 1.321
C -2.0545 1.1753 -1.6490 0.1 0.1 0.0 1.360
C -2.8161 1.4959 -0.3824 0.0 0.1 -0.2 -2.111
C -2.4261 0.0556 -2.3763 0.0 0.0 0.0 -0.873
C -0.5810 3.1975 -1.3967 0.1 0.0 0.2 -0.133
O -0.3606 4.2776 -1.8541 -0.1 -0.1 -0.1 -0.527
O -0.4248 3.0106 -0.0474 -0.3 0.7 0.1 -0.279
H -1.6069 -1.6626 -5.2109 0.0 0.0 0.0 0.366
H -3.2664 -1.3978 -4.6682 0.0 0.0 0.0 0.342
H -2.1836 -2.3928 -3.7036 0.0 0.0 0.0 0.346
H -0.2969 0.2997 -4.9751 0.0 0.0 0.0 0.368
H 1.3021 1.9747 -4.6329 0.0 0.0 0.0 0.419
H 1.3181 2.9961 -3.1780 0.1 0.0 0.0 0.378
H 0.2342 3.3771 -4.4982 0.1 0.0 0.0 0.402
H -2.8921 2.5673 -0.2100 0.0 0.0 0.1 0.359
H -2.3378 1.0422 0.4982 -0.1 0.0 0.1 0.321
H -3.8221 1.0846 -0.4382 0.0 -0.1 0.1 0.539
H -3.2407 -0.5600 -2.0090 0.0 0.0 0.0 0.471
```
Positions in Å, forces in eV/Å.

=====

# 4
Formula: C37H55N4PPdS
Source: the OMol25 dataset
Level of theory: the ωB97M-V functional and the def2-TZVPD basis

Results
Expectation value of S² ... 2.060
E_tot ... -68811.4142 eV
Relative energy (zero: lowest compared OMol25 entry of this formula, charge and spin) ... 11.2 kJ/mol
Charge ... +2
2S+1 ... 3
E_HOMO (spin up / spin down) ... -12.8 / -13.4 eV
Gap between HOMO and LUMO (spin up / spin down) ... 0.263 / 0.251 Ha

XYZ file:
```
99
Properties=species:S:1:pos:R:3:forces:R:3:mulliken_charge:R:1
Pd 1.8201 0.7679 0.0737 0.1 0.1 0.6 -0.295
C 0.5942 -1.9557 3.6394 0.0 0.0 0.0 -2.479
C 0.6212 -1.2828 2.2987 0.1 0.1 0.0 -0.368
N 1.6703 -0.7341 1.8038 -0.1 -0.1 -0.1 1.943
N 2.8261 -0.8058 2.5315 -0.1 -0.1 0.2 -0.991
C 4.0020 -0.3628 2.0273 0.1 0.0 0.0 0.471
N 5.0727 -0.5432 2.8005 0.0 0.0 0.0 -0.437
S 4.1458 0.3742 0.5277 0.0 0.1 -0.2 -0.373
C -0.6208 -1.1937 1.5037 -0.1 0.0 0.1 1.152
C -1.7979 -0.9321 2.0911 0.2 -0.1 0.0 -0.650
C -2.9896 -0.7287 1.2898 -0.1 0.0 -0.1 -0.927
C -2.9020 -0.5179 -0.0237 -0.1 0.0 0.1 -1.013
C -1.5806 -0.5253 -0.7431 0.0 0.0 0.0 1.055
N -0.5661 -1.2745 0.0888 0.1 0.0 0.0 1.185
H 1.3498 -2.7461 3.6839 0.0 0.0 0.0 0.580
H -0.3721 -2.4166 3.8187 0.0 0.0 0.0 0.544
H 0.7938 -1.2510 4.4516 0.0 0.0 0.0 0.467
H 2.7921 -1.1895 3.4653 0.0 0.0 0.0 0.292
H 5.0486 -1.0545 3.6678 0.0 0.0 0.0 0.181
H 5.9635 -0.2013 2.4788 0.0 0.0 0.0 0.238
H -1.8559 -0.8298 3.1671 0.0 0.0 0.0 0.462
H -3.9518 -0.7090 1.7862 0.0 0.0 0.0 0.193
H -3.7886 -0.3410 -0.6212 0.0 0.0 0.0 0.243
H -0.4240 0.5318 -2.1333 0.0 0.0 0.0 -1.132
C 2.5777 3.2670 3.2699 0.0 0.0 0.0 -1.069
C 2.3366 4.1248 2.0245 0.0 0.0 0.0 -0.088
C 1.8650 5.5308 2.4020 0.0 0.0 0.0 -1.532
C 1.3564 3.4386 1.1056 0.0 0.0 -0.1 1.434
C 0.0500 3.1785 1.4822 0.0 0.0 0.1 -1.233
C -0.8150 2.4408 0.6790 0.0 0.0 0.0 1.063
C -2.2906 2.4975 1.0240 0.0 0.0 0.0 0.879
C -2.8132 3.8804 0.5955 0.0 0.0 0.0 -1.597
C -2.6075 2.2743 2.5050 0.0 0.0 0.0 -1.977
C -0.3368 1.8501 -0.5240 0.0 0.1 -0.1 -0.066
C 0.8681 2.4013 -1.0888 0.0 0.0 -0.1 -0.682
C 1.7186 3.1094 -0.2111 0.0 -0.1 0.0 -0.716
C 1.2093 2.5783 -2.5782 -0.1 0.0 0.0 -0.136
C 1.4151 1.3772 -3.4960 0.0 0.0 0.0 -1.438
C 0.2028 3.5623 -3.1886 0.0 0.0 0.0 -1.468
C -1.1315 0.8522 -1.3662 0.0 0.0 0.0 2.045
C -2.3013 1.4442 -2.1082 0.0 0.0 0.0 -0.556
C -2.9937 0.8501 -3.1186 0.0 0.1 0.1 -0.983
C -2.8255 -0.4472 -3.6575 0.0 0.0 0.0 -1.131
C -2.0974 -1.5233 -3.1107 0.0 0.0 0.1 -0.356
C -1.5723 -1.5694 -1.8589 0.0 0.0 -0.1 0.132
P -0.5484 -2.6608 -0.9074 -0.1 -0.1 0.0 -0.604
C -1.4361 -4.1895 -0.3533 0.0 0.0 0.0 2.051
C -1.9235 -4.8997 -1.6329 0.0 0.0 0.0 -1.648
C -0.5490 -5.1231 0.4777 0.0 0.1 0.0 -1.635
C -2.6806 -3.8206 0.4596 0.0 0.0 0.0 -1.517
C 1.1381 -2.9979 -1.5668 0.1 0.0 0.0 2.557
C 1.1258 -4.1299 -2.6033 0.0 0.1 0.0 -1.891
C 2.1280 -3.3227 -0.4366 0.0 0.0 0.0 -1.572
C 1.5944 -1.7061 -2.2439 0.0 0.0 0.0 -1.048
H 3.3380 3.7229 3.9052 0.0 0.0 0.0 0.478
H 2.9176 2.2662 2.9898 0.0 0.0 0.0 -0.013
H 1.6643 3.1665 3.8612 0.0 0.0 0.0 0.270
H 3.2831 4.2094 1.4848 0.0 0.0 0.0 0.415
H 0.9272 5.4948 2.9602 0.0 0.0 0.0 0.301
H 1.7095 6.1477 1.5162 0.0 0.0 0.0 0.383
H 2.6072 6.0211 3.0321 0.0 0.0 0.0 0.461
H -0.3184 3.5746 2.4213 0.0 0.0 0.0 0.470
H -2.8253 1.7533 0.4422 0.0 0.0 0.0 -0.182
H -2.3415 4.6657 1.1882 0.0 0.0 0.0 0.394
H -3.8917 3.9391 0.7515 0.0 0.0 0.0 0.456
H -2.6053 4.0950 -0.4544 0.0 0.0 0.0 0.326
H -2.3753 3.1608 3.0969 0.0 0.0 0.0 0.497
H -2.0454 1.4411 2.9271 0.0 0.0 0.0 0.359
H -3.6731 2.0783 2.6359 0.0 0.0 0.0 0.426
H 2.6526 3.4940 -0.6030 0.0 0.1 0.0 0.528
H 2.1740 3.0884 -2.5608 0.0 0.0 0.0 0.681
H 0.4896 0.8591 -3.7577 0.0 0.0 0.0 0.244
H 2.1239 0.6681 -3.0742 0.0 0.0 0.0 0.089
H 1.8364 1.7405 -4.4346 0.0 0.0 0.0 0.648
H -0.7709 3.0910 -3.3350 0.0 0.0 0.0 0.288
H 0.5550 3.8989 -4.1643 0.0 0.0 0.0 0.487
H 0.0692 4.4407 -2.5550 0.0 0.0 0.0 0.340
H -2.5744 2.4606 -1.8538 0.0 0.0 0.0 0.222
H -3.7396 1.4625 -3.6130 0.0 0.0 0.0 0.530
H -3.3234 -0.6438 -4.5987 0.0 0.0 0.0 0.475
H -1.9857 -2.3973 -3.7446 0.0 0.0 0.0 0.535
H -1.1212 -5.2461 -2.2787 0.0 0.0 0.0 0.361
H -2.5975 -4.2624 -2.2074 0.0 0.0 0.0 0.386
H -2.4927 -5.7763 -1.3188 0.0 0.0 0.0 0.503
H 0.2615 -5.5579 -0.1026 0.0 0.0 0.0 0.354
H -1.1699 -5.9455 0.8360 0.0 0.0 0.0 0.513
H -0.1286 -4.6239 1.3542 0.0 0.0 0.0 0.246
H -3.3508 -3.1670 -0.0959 0.0 0.0 0.0 0.307
H -2.4308 -3.3520 1.4094 0.0 0.0 0.0 0.180
H -3.2177 -4.7463 0.6723 0.0 0.0 0.0 0.647
H 0.9401 -5.1060 -2.1609 0.0 0.0 0.0 0.395
H 2.1157 -4.1620 -3.0611 0.0 0.0 0.0 0.531
H 0.4025 -3.9548 -3.4028 0.0 0.0 0.0 0.352
H 1.9172 -4.2625 0.0648 0.0 0.0 0.0 0.380
H 2.1677 -2.5176 0.2954 0.0 0.0 0.0 0.089
H 3.1201 -3.4024 -0.8855 0.0 0.0 0.0 0.564
H 0.9443 -1.4194 -3.0695 0.0 0.0 0.0 0.476
H 2.6006 -1.8588 -2.6393 0.0 0.0 0.0 0.791
H 1.6477 -0.8839 -1.5213 0.0 0.0 -0.1 -0.743
```
Positions in Å, forces in eV/Å.

=====

# 5
Formula: C22H24BrO3Tl
Source: the OMol25 dataset
Level of theory: the ωB97M-V functional and the def2-TZVPD basis

Results
E_tot ... -104075.6824 eV
Relative energy (zero: lowest compared OMol25 entry of this formula, charge and spin) ... 123.2 kJ/mol
Charge ... -2
E_HOMO ... 1.3 eV
Gap between HOMO and LUMO ... 0.124 Ha

XYZ file:
```
51
Properties=species:S:1:pos:R:3:forces:R:3:mulliken_charge:R:1
Tl 0.2764 0.1958 -0.1894 1.1 0.8 -1.1 0.442
C -1.7470 1.4080 0.8772 -0.1 1.5 -0.3 -0.599
C -0.6894 2.3632 0.5993 -2.1 0.7 -0.2 -0.972
C -0.7647 2.6393 -0.8075 -1.4 0.4 0.5 -0.325
H 0.0158 2.7772 1.3418 -0.5 -0.3 -0.6 0.365
C -1.7930 1.8222 -1.3834 0.3 0.4 0.5 -0.621
C -2.3783 1.0379 -0.3420 0.6 1.2 0.4 -0.462
H -3.1182 0.2478 -0.4552 0.2 0.3 -0.1 0.308
H -1.9145 0.9289 1.8322 0.2 0.4 -0.3 0.785
H -0.1824 3.3908 -1.3280 0.2 -0.2 -0.1 0.571
H -2.0392 1.7334 -2.4496 0.2 0.1 0.5 0.219
C 0.3680 -2.3069 -0.1922 -0.6 -1.1 -1.8 -0.999
C -1.0432 -2.1404 -0.4211 0.3 -0.6 -0.6 0.013
C -1.2427 -1.6793 -1.7715 0.9 -0.4 0.8 -0.805
H -1.8350 -2.2306 0.3409 0.9 -0.1 -0.8 0.356
C 0.0424 -1.5408 -2.3652 0.3 -1.0 0.5 -0.297
C 1.0484 -1.9081 -1.4000 -1.2 -1.7 -0.4 -0.471
H 2.1316 -1.8947 -1.5288 -0.4 0.1 0.0 0.386
H 0.8531 -2.6023 0.7360 -0.2 0.2 -0.3 0.476
H -2.2039 -1.3758 -2.2043 0.5 -0.2 0.2 0.258
H 0.2407 -1.1945 -3.3716 0.0 0.1 0.0 0.474
O 1.8429 1.0957 -1.6882 2.0 2.4 -2.1 -0.788
C 2.2020 1.5387 -3.0700 -0.6 -0.5 1.2 1.411
C 3.1113 2.6496 -2.4798 -0.3 -0.2 -0.7 -0.704
C 0.9623 1.9887 -3.8440 0.6 -0.2 -0.2 -1.518
C 2.9156 0.3439 -3.6819 -0.2 0.7 -0.5 -1.688
C 2.7790 2.0903 -1.1133 -1.0 -1.5 0.3 -0.318
H 2.6864 3.6667 -2.6384 0.7 -0.6 -0.1 0.314
H 4.1614 2.4930 -2.7604 -0.2 0.6 -0.1 0.341
H 3.5560 1.4666 -0.6335 -0.1 0.9 0.2 0.200
H 2.2220 2.7594 -0.4386 0.4 -0.3 0.1 0.156
H 1.3262 2.3240 -4.8173 -0.1 0.2 -0.3 0.507
H 0.4362 2.8184 -3.3637 0.1 -0.3 0.1 0.291
H 0.2666 1.1562 -4.0290 0.2 0.2 0.4 0.107
H 3.6180 0.7436 -4.4073 0.4 -0.3 -0.4 0.484
H 2.1871 -0.2909 -4.1892 0.2 -0.1 0.1 0.324
H 3.4309 -0.2303 -2.9111 0.0 0.1 -0.1 0.297
Br -3.3462 -1.0951 1.8843 -0.1 0.0 0.2 -0.156
C -2.4027 -1.6270 3.4249 1.2 -0.6 1.4 0.208
C -3.2248 -2.2785 4.3472 -0.1 -0.2 0.4 -0.568
C -2.7618 -2.7798 5.5679 0.3 0.4 -0.5 -0.621
C -1.4046 -2.6146 5.8595 -0.6 -0.2 0.0 -0.374
C -0.5619 -1.9847 4.9635 -0.1 -0.4 0.9 -0.829
C -1.0143 -1.4853 3.7609 -1.0 0.4 -1.0 0.941
C 0.1230 -0.8009 2.9785 0.9 0.0 0.9 0.261
O 1.1721 -0.6658 3.6668 -0.4 0.3 -0.9 -0.881
O -0.0825 -0.4851 1.8011 -0.7 -1.2 3.9 0.083
H -4.2690 -2.3888 4.0863 -0.1 0.0 0.1 0.333
H -3.4682 -3.2770 6.2401 0.4 0.2 -0.1 0.322
H -0.9934 -2.9722 6.7831 0.1 -0.2 0.4 0.352
H 0.5054 -1.8297 5.1841 -0.7 -0.1 -0.2 0.409
```
Positions in Å, forces in eV/Å.

=====

# 6
Formula: CH3IS3
Source: the OMol25 dataset
Level of theory: the ωB97M-V functional and the def2-TZVPD basis

Results
E_tot ... -41692.1426 eV
Relative energy (zero: lowest compared OMol25 entry of this formula, charge and spin) ... 0.0 kJ/mol
Structure (SMILES) ... CSSSI
E_HOMO ... -8.8 eV
Gap between HOMO and LUMO ... 0.294 Ha

XYZ file:
```
8
Properties=species:S:1:pos:R:3:forces:R:3:mulliken_charge:R:1
C 1.4006 -0.2380 -0.3460 1.0 0.7 2.0 -0.659
S 0.0291 0.8296 -0.8202 -0.5 0.6 0.2 -0.039
S -0.9424 1.5828 0.8527 -0.3 -1.9 -0.6 -0.047
S -2.2262 -0.0971 1.4836 1.0 1.0 0.0 -0.160
I -3.3924 -0.8373 -0.4235 0.0 0.1 -0.1 0.120
H 1.0297 -1.1257 0.2279 0.5 0.6 -0.8 0.244
H 2.1611 0.3348 0.3016 -1.3 -0.8 -0.8 0.266
H 1.9405 -0.4492 -1.2761 -0.4 -0.4 0.1 0.275
```
Positions in Å, forces in eV/Å.